This record from OMol25 describes 3 unconnected molecules or ions with the total composition C18H40FNO3S in a non-equilibrium geometry. The level of theory is ωB97M-V/def2-TZVPD.

The geometry in XYZ format:
```
64
Properties=species:S:1:pos:R:3:forces:R:3:lowdin_charge:R:1
C -2.03881 -3.15889 -2.75323 0.4 1.7 -2.0 0.050
C -1.89143 -2.10708 -3.68006 -0.1 -3.3 2.9 -0.191
N -1.80548 -0.74792 -3.12329 0.6 0.5 -1.2 -0.252
C -2.45543 0.28836 -3.98246 -0.4 1.9 -0.1 -0.198
C -3.60800 1.01096 -3.14210 -0.6 -0.3 -0.5 -0.178
C -4.49632 0.04203 -2.24082 -0.8 0.6 0.5 -0.177
C -5.66952 -0.71320 -3.02220 0.3 0.6 -0.3 -0.245
O -5.43840 -2.14231 -3.08277 -1.0 0.4 0.6 -0.117
S -0.21177 -0.32345 -2.65440 5.6 -3.3 -0.3 0.803
O 0.42180 -1.44056 -1.86988 -2.9 3.4 -1.5 -0.311
O 0.68291 0.04538 -3.80068 -3.3 0.4 2.8 -0.296
F -0.31381 0.97178 -1.58180 -0.8 -2.1 -2.3 -0.203
H -1.93522 -4.23403 -3.12283 -0.5 1.7 0.6 0.081
H -2.21865 -2.95949 -1.65376 0.5 -0.2 -1.5 0.083
H -1.85659 -2.36755 -4.78478 0.3 1.1 1.5 0.132
H -2.84027 -0.12488 -4.98065 0.6 0.2 1.7 0.139
H -1.70223 1.11059 -4.26492 -1.0 -1.3 0.3 0.124
H -3.16504 1.85388 -2.52514 -0.4 -1.2 -0.6 0.110
H -4.32406 1.50472 -3.89011 1.0 -0.5 1.0 0.116
H -5.01023 0.71387 -1.46099 0.8 -0.9 -1.1 0.114
H -3.91699 -0.73115 -1.64839 -0.5 1.0 -0.9 0.106
H -6.66341 -0.48173 -2.50476 1.3 -0.4 -0.8 0.122
H -5.70399 -0.34210 -4.10804 -0.1 -0.4 1.5 0.119
H -6.20879 -2.57948 -2.66081 0.9 0.4 -0.5 0.091
C 1.65531 2.91414 -0.53842 0.1 0.1 -0.1 -0.117
C 2.60944 3.57822 0.44512 0.0 -0.1 0.0 -0.260
C 2.40866 3.11008 1.88774 0.1 0.1 0.1 -0.222
C 1.03607 3.42606 2.48915 -0.1 -0.1 -0.1 -0.228
C 0.65438 4.90715 2.49296 0.0 -0.1 0.1 -0.274
C 1.59136 5.76623 3.33166 -0.1 0.2 -0.1 -0.116
H 0.61280 3.15140 -0.31434 0.0 -0.1 0.0 0.064
H 1.86134 3.26037 -1.55477 -0.1 -0.1 0.0 0.077
H 1.77424 1.82860 -0.52223 0.0 0.1 0.0 0.054
H 2.51087 4.66540 0.37733 0.0 0.0 0.1 0.098
H 3.63660 3.34472 0.14563 0.0 0.1 0.0 0.106
H 3.19168 3.55211 2.51275 0.0 0.0 0.0 0.101
H 2.56400 2.02676 1.93395 0.0 0.0 0.0 0.092
H 1.01568 3.05107 3.51900 0.0 0.0 0.0 0.109
H 0.26408 2.86544 1.95154 0.1 0.0 0.0 0.100
H -0.35968 5.00269 2.89500 0.0 0.0 -0.1 0.103
H 0.61620 5.29556 1.47083 0.0 -0.1 0.0 0.098
H 1.60776 5.42372 4.36987 0.1 0.0 0.0 0.075
H 1.25467 6.80603 3.32583 0.1 0.0 0.1 0.069
H 2.61285 5.74721 2.94538 0.0 0.0 0.1 0.065
C 1.31151 -5.43890 2.48575 -0.1 -0.1 -0.1 -0.117
C 2.17510 -4.65303 1.50817 0.1 0.0 0.1 -0.271
C 3.03196 -3.58285 2.18694 0.0 0.1 -0.1 -0.229
C 2.24762 -2.47823 2.90124 -0.1 -0.1 0.1 -0.229
C 1.26654 -1.70514 2.01864 0.1 0.1 0.1 -0.260
C 1.94570 -0.95131 0.88359 -0.1 0.1 0.0 -0.114
H 0.59317 -4.79568 2.99900 0.0 0.0 0.0 0.064
H 0.74452 -6.20756 1.95376 0.0 0.0 0.1 0.068
H 1.92935 -5.93660 3.23786 0.0 0.0 0.0 0.074
H 1.54329 -4.20532 0.73609 0.0 0.0 0.0 0.098
H 2.84075 -5.35252 0.99154 0.0 0.1 0.0 0.104
H 3.69304 -3.13516 1.43787 0.0 0.0 0.0 0.101
H 3.69028 -4.06603 2.91750 0.0 0.0 0.0 0.108
H 2.96418 -1.77334 3.33848 0.0 0.0 0.0 0.108
H 1.69793 -2.90790 3.74551 0.0 0.0 0.0 0.099
H 0.73117 -0.98374 2.64524 0.0 -0.1 0.0 0.104
H 0.50694 -2.37816 1.60933 0.0 0.0 0.0 0.100
H 2.67668 -0.23721 1.27416 0.0 -0.1 0.0 0.066
H 1.20477 -0.39364 0.30792 0.1 0.0 0.0 0.039
H 2.45695 -1.62842 0.19629 0.0 0.1 0.0 0.072
```
Forces are in eV/Å.

For the HOMO energy, the calculation gives -9.7259 eV. Its SMILES is C=CN(CCCCO)S(=O)(=O)F.CCCCCC.CCCCCC. The value obtained for the LUMO energy is -0.00533 hartree. The value obtained for the orbital gap is 9.581 eV.

***

This record from OMol25 describes a molecular structure, C18H40GeN6O11PbS. The level of theory is ωB97M-V/def2-TZVPD.

The geometry in XYZ format:
```
78
Properties=species:S:1:pos:R:3:forces:R:3:lowdin_spin:R:1
Pb 0.10328 0.14532 -0.28999 -0.2 0.0 -0.1 0.080
C -2.53177 -1.37971 3.06352 0.0 0.0 0.0 0.000
C -1.26483 -2.16220 2.70854 0.0 0.0 0.0 0.000
C -1.49119 -3.65996 2.92826 0.0 0.0 0.0 0.000
C -0.11403 -1.69964 3.59312 0.0 0.0 0.0 0.004
O -0.89792 -1.93298 1.34484 0.1 -0.1 0.2 0.000
Ge -2.20250 -2.21960 0.02008 -0.1 -0.2 -0.1 0.001
O -2.38972 -0.33874 -0.09992 0.1 0.2 0.0 0.000
C -3.52678 0.28346 -0.70986 0.0 0.0 0.0 0.000
C -3.48848 0.07041 -2.22199 0.0 0.0 0.0 0.000
C -4.80938 -0.30652 -0.12156 0.0 0.0 0.1 0.000
C -3.45874 1.76834 -0.37499 0.0 0.0 0.0 0.000
O -0.84860 -2.07988 -1.29486 0.0 0.0 -0.1 0.024
C -0.46846 -3.10962 -2.20002 0.0 0.0 0.0 0.001
C 0.77609 -3.80398 -1.65837 0.1 0.0 0.0 0.000
C -0.19020 -2.43460 -3.54033 0.0 0.1 0.0 0.000
C -1.58332 -4.14261 -2.39376 0.0 0.1 0.1 0.001
H -2.76573 -1.49275 4.12482 0.0 0.0 0.0 0.000
H -2.39953 -0.32042 2.83720 0.0 -0.1 0.0 0.000
H -3.38599 -1.74494 2.48654 0.0 0.0 0.0 0.000
H -1.69221 -3.87146 3.98153 0.0 0.0 0.0 0.000
H -2.33827 -4.01364 2.33637 0.0 0.0 0.0 0.000
H -0.60103 -4.21486 2.62237 0.0 0.0 0.0 0.000
H -0.38221 -1.80096 4.64706 0.0 0.0 0.0 0.000
H 0.77780 -2.29780 3.40963 0.0 0.0 0.0 0.000
H 0.13012 -0.65438 3.40558 0.0 0.0 0.0 0.005
H -3.52543 -0.99923 -2.45168 0.0 0.0 0.0 0.000
H -4.34201 0.55822 -2.70001 0.0 0.0 0.0 0.000
H -2.56962 0.48863 -2.63446 0.0 0.0 0.0 0.000
H -4.90620 -1.36632 -0.36411 0.0 0.0 0.0 0.000
H -4.80387 -0.20237 0.96657 0.0 0.0 0.0 0.000
H -5.68058 0.21882 -0.51923 0.0 0.0 0.0 0.000
H -2.61898 2.23436 -0.88944 0.0 0.0 0.0 0.000
H -4.37413 2.27379 -0.69136 0.0 0.0 0.0 0.000
H -3.33384 1.89622 0.70245 0.0 0.0 0.0 0.000
H 1.59946 -3.09523 -1.55068 -0.1 0.0 0.0 0.000
H 0.56419 -4.22806 -0.67451 0.0 0.0 0.0 0.000
H 1.09617 -4.60963 -2.32480 0.0 0.0 0.0 0.000
H 0.47574 -1.58109 -3.40259 0.0 -0.1 0.0 0.000
H 0.27251 -3.13516 -4.24107 0.0 0.0 0.0 0.000
H -1.12299 -2.06672 -3.97268 0.0 0.0 0.0 0.000
H -1.76488 -4.71023 -1.47945 0.0 0.0 0.0 0.000
H -2.51582 -3.64982 -2.67706 0.0 0.0 0.0 0.000
H -1.30387 -4.84293 -3.18477 0.0 0.0 0.0 0.000
C -0.38714 4.42326 -0.06740 0.0 0.0 0.0 0.001
C 0.48602 3.65756 -1.05245 0.2 -0.1 0.1 0.000
C 1.42470 4.59602 -1.80081 0.0 0.0 0.0 0.000
O 1.25946 2.66945 -0.35006 -0.4 0.1 -0.4 0.011
C -0.43391 2.92610 -2.06161 0.2 0.1 0.0 0.001
O -1.03307 3.61822 -2.87697 0.0 -0.1 0.1 0.001
O -0.51409 1.65212 -1.95366 0.0 -0.2 -0.1 0.011
H 0.23668 4.96483 0.65001 0.0 0.0 0.0 0.000
H -1.03673 3.74017 0.48357 0.0 0.0 0.0 0.001
H -1.01001 5.13376 -0.60910 0.0 0.0 0.0 0.000
H 2.10364 5.08666 -1.09760 0.0 0.0 0.0 0.000
H 0.84483 5.34834 -2.33184 0.0 0.0 0.0 0.000
H 2.01562 4.04538 -2.53525 0.0 0.0 0.0 0.000
H 1.80482 3.07943 0.34221 0.1 0.0 0.0 0.000
N 4.63462 -1.30914 -4.31551 0.1 0.1 0.1 0.000
N 3.84863 -0.58209 -3.42966 0.1 -0.1 -0.1 0.000
N 4.00422 0.70619 -3.25699 0.0 0.0 0.0 0.000
C 3.10845 0.93722 -2.30251 -0.1 -0.1 0.2 0.001
N 2.46845 -0.18104 -1.93132 0.1 0.0 -0.2 0.014
N 2.96097 -1.15215 -2.67592 -0.1 0.2 0.1 0.000
H 4.66209 -0.77876 -5.17856 0.0 -0.1 -0.1 0.000
H 4.15461 -2.19120 -4.45324 0.0 0.0 -0.1 0.000
H 2.90908 1.89805 -1.86101 0.0 0.0 0.0 0.000
O 2.93574 2.82265 1.81532 0.2 0.2 0.1 0.000
S 2.57687 1.50103 2.26239 -0.2 -0.3 -0.2 0.011
O 2.39952 0.53292 1.19919 0.0 0.2 0.4 0.002
O 0.95710 1.81613 2.83372 -0.2 0.0 0.1 0.148
O 3.16408 1.02353 3.47145 0.1 0.1 -0.1 0.001
N 2.36331 -2.62543 1.16970 0.0 0.0 0.0 0.001
H 1.34557 -2.60400 1.14868 0.0 0.0 0.0 0.000
H 2.63500 -2.06419 1.97077 0.0 0.0 0.0 0.000
H 2.66604 -2.08080 0.36764 0.0 0.0 0.0 0.000
O -1.25009 1.82384 2.49132 -0.2 0.0 -0.1 0.269
C -0.14205 1.55816 2.17355 0.5 0.1 0.1 0.410
```
Forces are in eV/Å.

The calculation puts the energy relative to the best compared isomer or geometry (same formula, charge and spin) at 0.00 kJ/mol. For the HOMO energy (spin up / spin down), the calculation gives -5.1392 / -5.1837 eV. Its multiplicity is 2. The value obtained for the LUMO energy (spin up / spin down) is 0.08664 / 0.04961 hartree. The value obtained for the orbital gap (spin up / spin down) is 7.497 / 6.534 eV. As for the total charge: -1.

***

This record from OMol25 describes a molecular structure, C18H40MnOP2Si in a non-equilibrium geometry. The level of theory is ωB97M-V/def2-TZVPD.

The geometry in XYZ format:
```
63
Properties=species:S:1:pos:R:3:forces:R:3:lowdin_spin:R:1
P 0.17146 -1.54392 0.46264 -0.4 0.6 -0.2 0.068
P -0.06682 1.61156 0.62148 0.1 0.0 -0.1 0.054
C -0.16389 -0.60596 -1.09305 0.1 -0.8 -0.5 0.015
C 0.35656 0.83117 -1.01528 0.0 0.3 0.3 -0.001
H -1.25515 -0.62447 -1.24728 0.3 0.0 0.0 0.000
H 0.30693 -1.15196 -1.92510 -0.3 0.3 -0.1 0.003
H 1.45477 0.85909 -1.10077 -0.3 0.0 0.0 0.000
H -0.06253 1.44500 -1.82890 0.2 -0.2 0.2 0.001
C -1.72580 2.30245 0.29463 -0.1 0.2 0.0 0.008
H -2.00361 2.94460 1.14065 0.0 -0.2 -0.2 0.000
H -2.46524 1.49550 0.21128 0.2 0.2 0.0 0.001
H -1.73197 2.89852 -0.63026 0.0 -0.1 0.2 0.002
C 1.01546 3.07084 0.72551 0.0 0.3 -0.3 0.013
H 0.96530 3.67254 -0.19483 0.1 -0.1 0.3 0.003
H 2.04918 2.74023 0.89625 -0.3 0.1 0.0 0.000
H 0.68985 3.67662 1.58248 0.2 -0.1 -0.2 0.000
C -0.92152 -2.98041 0.40479 0.0 -0.4 -0.5 0.009
H -0.67551 -3.66173 1.22383 -0.1 0.2 -0.2 0.000
H -0.79634 -3.49806 -0.55539 -0.2 -0.1 0.2 0.002
H -1.96315 -2.65774 0.52825 0.3 -0.1 -0.1 0.001
C 1.85633 -2.17878 0.22717 0.1 -0.3 -0.2 0.007
H 2.58899 -1.36307 0.25665 -0.2 -0.1 0.0 0.002
H 1.91650 -2.69387 -0.73948 0.2 0.0 0.2 0.001
H 2.08848 -2.88061 1.03693 0.0 0.2 -0.2 0.000
Mn 0.08851 -0.20113 2.47492 -0.1 0.3 1.5 4.548
C 0.55202 1.73489 -4.94968 0.1 0.4 0.1 0.000
C -0.75373 1.79232 -4.69111 0.0 0.4 -0.2 0.000
C -1.84638 0.99376 -5.34976 -0.1 -0.3 0.0 0.000
C -1.42013 -0.33595 -6.00783 -0.5 0.1 -0.3 0.000
C -0.74080 -1.30734 -5.08334 0.8 -0.4 0.3 0.000
C 0.56725 -1.38494 -4.77658 -0.8 -0.2 -0.5 0.000
C 1.67587 -0.54163 -5.33691 0.2 0.3 0.1 0.000
C 1.27240 0.83090 -5.91651 0.5 0.0 -0.2 0.000
C 0.18048 -2.14463 3.34227 0.4 -0.1 0.0 0.098
H 1.21815 2.45907 -4.45705 -0.4 -0.3 0.0 0.000
H -1.12398 2.56815 -4.00672 0.3 -0.3 -0.1 0.000
H -2.34100 1.60762 -6.12224 0.1 -0.1 0.3 0.000
H -2.62399 0.78279 -4.60040 0.1 0.0 -0.1 0.000
H -2.34619 -0.82531 -6.34715 0.2 0.2 0.0 0.000
H -0.83968 -0.12702 -6.91221 -0.2 -0.2 0.3 0.000
H -1.41688 -2.06189 -4.66689 0.3 0.2 0.1 0.000
H 0.90460 -2.20690 -4.13842 -0.2 0.2 -0.1 0.000
H 2.20005 -1.10061 -6.13114 -0.1 0.1 0.2 0.000
H 2.42532 -0.38386 -4.54630 -0.1 0.0 -0.1 0.000
H 2.20875 1.34172 -6.18783 -0.2 -0.2 0.0 0.000
H 0.72429 0.68571 -6.85317 0.2 0.2 0.3 0.000
H 0.99414 -2.03510 4.07025 -0.2 -0.3 0.0 0.015
H 0.22448 -3.10919 2.83726 0.1 -0.1 0.3 0.011
H -0.76570 -2.02885 3.88042 0.0 -0.3 0.1 0.011
C -1.38652 1.44881 6.70194 0.2 0.2 -0.1 0.002
Si -0.05271 0.34769 5.89769 -0.2 -0.9 0.9 0.018
C 1.69658 0.59827 6.58554 0.0 0.5 -0.1 0.001
C -0.43466 -1.38000 6.62251 -0.1 0.1 -0.3 0.003
O -0.10053 0.47988 4.30216 -0.1 0.7 -0.4 0.099
H -1.38964 1.45265 7.80265 0.1 -0.1 -0.3 0.000
H -2.38356 1.11235 6.37652 0.3 0.0 0.0 0.000
H -1.26401 2.48618 6.36482 -0.1 -0.1 0.1 0.000
H 1.71789 0.59837 7.68226 -0.1 0.0 -0.1 0.000
H 2.36756 -0.20302 6.24787 -0.2 0.1 0.0 0.000
H 2.12886 1.54307 6.23945 0.0 0.0 0.1 0.000
H -1.42459 -1.74669 6.32719 0.1 0.0 0.1 0.000
H 0.29783 -2.14010 6.32693 -0.1 0.2 0.0 0.001
H -0.41866 -1.30756 7.71643 0.0 0.0 -0.1 0.000
```
Forces are in eV/Å.

For the HOMO energy (spin up / spin down), the calculation gives -5.1744 / -7.3567 eV. Its multiplicity is 6. The value obtained for the LUMO energy (spin up / spin down) is 0.01247 / 0.00727 hartree. The value obtained for the orbital gap (spin up / spin down) is 5.514 / 7.554 eV.

***

Short version: molecular weight = 369.59 828.43 417.49 u, in the order given.